A cluster of 2 separate species, CH9N5O in total, computed with wB97M-V/def2-TZVPD.

Properties
**Energy above the lowest of the compared OMol25 structures with the same formula, charge and spin**: 0.0 kJ/mol
**E**: -10680.24483 eV
**HOMO energy**: -0.32991 Ha
**SMILES string**: NC(N)=O.NNN
**LUMO energy**: 0.8 eV

XYZ file:
```
16
Properties=species:S:1:pos:R:3:mulliken_charge:R:1
N 1.638 1.269 -0.020 -0.491
C 1.558 -0.054 -0.270 0.560
N 1.635 -0.350 -1.584 -0.456
O 1.408 -0.899 0.598 -0.630
H 1.420 1.506 0.941 0.277
H 1.158 1.863 -0.682 0.255
H 1.714 -1.341 -1.777 0.259
H 2.247 0.237 -2.133 0.225
N -1.719 1.000 0.458 -0.500
N -1.491 -0.125 1.278 -0.244
N -1.795 -1.261 0.490 -0.558
H -2.718 1.215 0.480 0.284
H -1.554 0.730 -0.514 0.242
H -0.517 -0.163 1.628 0.301
H -2.036 -2.046 1.101 0.270
H -0.948 -1.578 0.006 0.206
```